{
  "formula": "C5H3NO",
  "method": "ωB97M-V with the def2-TZVPD basis set",
  "species": ["N", "C", "C", "C", "C", "C", "O", "H", "H", "H"],
  "positions_angstrom": [[3.3305, 0.2495, -0.6445], [2.3427, 0.6082, -0.1583], [1.1287, 0.7562, 0.5832], [0.2738, -0.2006, 0.3305], [-0.6973, -0.9595, -0.0977], [-1.9211, -0.1624, -0.4055], [-1.9802, 1.0320, -0.2278], [1.0235, 1.4697, 1.3960], [-0.6894, -2.0455, -0.0913], [-2.8112, -0.7475, -0.6847]],
  "forces_ev_per_a": [[-0.8, 0.6, 0.2], [1.1, -0.2, -0.5], [0.0, -0.4, 0.2], [-0.1, 0.1, 0.0], [0.1, 0.2, 0.2], [-0.2, 0.3, -0.1], [-0.2, -0.5, -0.3], [0.2, -0.3, 0.1], [-0.2, 0.2, 0.4], [0.0, 0.0, -0.2]],
  "lowdin_charge": [0.152, -0.227, -0.056, -0.001, -0.021, -0.256, 0.050, 0.126, 0.114, 0.119],
  "charge": 0,
  "total_energy_ha": -322.215324,
  "largest_force_ev_per_a": 1.209,
  "gap_ev": 9.5,
  "smiles": "N#CC=C=CC=O",
  "relative_energy_kcal_mol": 48.0,
  "e_lumo_ev": -0.7
}